Record 1
DFT (ωB97M-V/def2-TZVPD) results for a cluster of 2 separate species, C3F3O2 in total.

```
8
C3F3O2 | OMol25 | ωB97M-V/def2-TZVPD
C -0.466 0.715 0.177
C 1.987 0.110 0.312
C -1.300 -0.306 -0.344
O -1.504 -0.054 0.958
O -1.646 -1.123 -1.146
F -0.884 1.986 -0.093
F 1.772 -0.952 1.086
F 2.042 -0.376 -0.950
```

Calculated values
ΔE to the lowest compared entry with this formula, charge and spin in eV: 3.819
LUMO in eV: 4.28
HOMO energy in eV: -3.3
Net charge: -1
Energy in eV: -15355.183

---

Record 2
DFT (ωB97M-V/def2-TZVPD) results for a cluster of 10 separate species, C36H62N2O20 in total.

```
120
C36H62N2O20 | OMol25 | ωB97M-V/def2-TZVPD
C 4.924 0.625 0.855
C 4.718 -0.584 1.755
O 3.644 -0.301 2.667
C 4.013 0.026 3.911
C 2.832 0.025 4.843
O 5.128 0.339 4.225
H 4.136 0.697 0.105
H 5.841 0.459 0.274
H 5.019 1.557 1.402
H 4.377 -1.448 1.191
H 5.625 -0.798 2.310
H 2.068 -0.666 4.515
H 2.454 1.054 4.826
H 3.164 -0.136 5.865
C -0.789 -6.699 0.745
C -0.593 -6.438 -0.741
O 0.676 -5.811 -0.966
C 0.680 -4.606 -1.563
C 2.093 -4.117 -1.756
O -0.307 -4.056 -1.965
H 0.162 -6.909 1.235
H -1.485 -7.516 0.913
H -1.163 -5.791 1.230
H -0.592 -7.383 -1.291
H -1.420 -5.865 -1.155
H 2.168 -3.048 -1.566
H 2.416 -4.304 -2.775
H 2.725 -4.633 -1.035
C 1.133 -0.563 -1.383
C 1.026 -0.141 0.059
O 0.299 1.075 0.143
C 0.490 1.815 1.244
C -0.544 2.879 1.392
O 1.379 1.613 2.026
H 1.785 0.118 -1.927
H 0.147 -0.491 -1.854
H 1.403 -1.611 -1.494
H 0.522 -0.922 0.647
H 2.001 -0.088 0.543
H -0.092 3.802 1.756
H -1.261 2.588 2.164
H -1.087 3.115 0.481
C -1.907 -2.497 0.039
C -2.701 -1.626 0.981
O -1.841 -1.288 2.075
C -2.239 -0.299 2.885
C -1.162 0.028 3.869
O -3.295 0.256 2.765
H -1.654 -3.449 0.523
H -0.934 -2.075 -0.216
H -2.423 -2.727 -0.889
H -3.025 -0.712 0.469
H -3.616 -2.107 1.330
H -1.469 0.885 4.463
H -0.181 0.174 3.420
H -1.045 -0.814 4.558
O -5.428 2.899 6.503
C -5.248 2.988 5.338
O -4.131 3.460 4.761
C -4.259 3.464 3.335
C -5.634 2.822 3.114
O -6.167 2.626 4.402
H -4.154 4.490 2.994
H -3.520 2.797 2.899
H -5.468 1.863 2.616
H -6.308 3.358 2.447
O 1.870 -2.473 -4.818
C 1.180 -1.629 -5.282
O 1.268 -1.125 -6.523
C 0.220 -0.206 -6.770
C -0.511 -0.105 -5.413
O 0.144 -1.068 -4.614
H 0.632 0.746 -7.103
H -0.378 -0.556 -7.614
H -1.580 -0.285 -5.459
H -0.320 0.903 -5.037
O 5.164 0.862 -7.111
C 5.078 0.843 -5.933
O 6.020 1.303 -5.079
C 5.577 1.143 -3.737
C 4.410 0.172 -3.885
O 4.023 0.351 -5.232
H 6.413 0.745 -3.165
H 5.284 2.094 -3.288
H 3.566 0.396 -3.236
H 4.687 -0.863 -3.670
O -3.197 3.911 -0.362
C -3.889 2.983 -0.626
O -3.860 2.324 -1.814
C -4.882 1.335 -1.803
C -5.796 1.831 -0.692
O -4.840 2.449 0.173
H -5.383 1.211 -2.760
H -4.461 0.354 -1.557
H -6.333 1.039 -0.181
H -6.509 2.573 -1.057
C 0.480 -5.241 3.752
C 0.128 -4.116 2.792
C 0.907 -2.828 2.977
C 2.351 -3.068 3.034
N 3.484 -3.259 3.079
H 0.256 -4.982 4.789
H 1.504 -5.590 3.661
H -0.195 -6.066 3.505
H -0.952 -3.965 2.764
H 0.314 -4.514 1.782
H 0.639 -2.369 3.930
H 0.745 -2.134 2.153
C 0.283 6.594 -0.347
C -0.075 6.746 -1.827
C -1.113 5.716 -2.267
C -1.342 5.801 -3.705
N -1.528 5.872 -4.833
H 1.183 7.181 -0.135
H 0.481 5.563 -0.068
H -0.460 7.103 0.270
H 0.820 6.646 -2.439
H -0.526 7.727 -1.980
H -2.084 5.844 -1.784
H -0.803 4.706 -1.990
```

Calculated values
Structure (SMILES): CCOC(C)=O.CCOC(C)=O.CCOC(C)=O.CCOC(C)=O.O=C1OCCO1.O=C1OCCO1.O=C1OCCO1.O=C1OCCO1.CCCC#N.CCCC#N
LUMO in eV: -0.05
HOMO energy in eV: -10.2
Energy in eV: -82268.602

---

Record 3
DFT (ωB97M-V/def2-TZVPD) results for a cluster of 5 separate species, C20H38NO19PS4 in total.

```
83
C20H38NO19PS4 | OMol25 | ωB97M-V/def2-TZVPD
C 0.286 -2.777 1.532
C 1.213 -1.565 1.673
O 0.716 -0.652 2.666
C 1.049 0.660 2.553
O 1.454 1.231 3.529
C 0.809 1.406 1.260
C -0.541 2.167 1.270
C -1.689 1.556 0.462
C -1.984 0.078 0.732
C -2.261 -0.657 -0.583
O -1.470 -0.829 -1.471
N -3.620 -1.097 -0.639
C -4.296 -0.395 0.487
C -3.242 -0.291 1.579
P -3.550 0.930 2.935
C -5.288 0.561 3.454
C -2.519 0.225 4.291
H 0.766 -3.691 1.864
H -0.608 -2.598 2.133
H -0.050 -2.889 0.503
H 2.206 -1.895 1.980
H 1.321 -1.061 0.711
H 0.916 0.786 0.369
H 1.602 2.152 1.221
H -0.860 2.363 2.296
H -0.349 3.147 0.830
H -2.576 2.162 0.650
H -1.437 1.666 -0.596
H -1.128 -0.416 1.180
H -3.576 -2.098 -0.445
H -4.583 0.586 0.102
H -5.194 -0.955 0.740
H -3.052 -1.307 1.946
H -5.816 1.510 3.521
H -5.354 0.058 4.418
H -5.786 -0.048 2.701
H -3.116 0.067 5.189
H -1.706 0.912 4.525
H -2.067 -0.731 4.019
O 1.813 0.996 10.129
S 2.061 1.711 8.928
O 2.112 3.128 8.923
O 1.039 1.192 7.819
C 1.747 0.712 6.660
C 3.055 0.198 7.225
O 3.392 1.163 8.234
H 1.898 1.536 5.965
H 1.154 -0.061 6.179
H 3.851 0.167 6.488
H 2.942 -0.780 7.696
O 2.364 -3.865 -0.373
S 3.681 -3.622 -0.843
O 4.716 -4.566 -0.636
O 4.128 -2.184 -0.301
C 4.504 -1.327 -1.391
C 3.646 -1.810 -2.543
O 3.649 -3.239 -2.389
H 5.568 -1.456 -1.592
H 4.301 -0.296 -1.112
H 4.059 -1.566 -3.517
H 2.619 -1.447 -2.473
O -2.127 4.880 -3.779
S -1.214 3.912 -4.275
O 0.039 4.306 -4.810
O -1.987 2.982 -5.312
C -1.883 1.595 -4.929
C -1.787 1.646 -3.419
O -0.952 2.793 -3.168
H -0.996 1.176 -5.396
H -2.760 1.060 -5.279
H -1.331 0.769 -2.972
H -2.768 1.820 -2.969
O -1.019 -0.646 -7.069
S 0.319 -0.989 -6.744
O 0.667 -1.408 -5.436
O 1.266 0.211 -7.200
C 2.268 -0.254 -8.118
C 1.600 -1.417 -8.827
O 0.860 -2.071 -7.783
H 3.144 -0.573 -7.551
H 2.532 0.560 -8.786
H 2.308 -2.125 -9.247
H 0.904 -1.080 -9.597
```

Calculated values
Structure (SMILES): CCOC(=O)CCC[C@@H]1C(=O)NC[C@@H]1P(C)C.O=S1(=O)OCCO1.O=S1(=O)OCCO1.O=S1(=O)OCCO1.O=S1(=O)OCCO1
LUMO in eV: -0.01
HOMO energy in eV: -8.7
Energy in eV: -114375.086

---

Record 4
DFT (ωB97M-V/def2-TZVPD) results for a structure of composition C3H11N5.

```
19
C3H11N5 | OMol25 | ωB97M-V/def2-TZVPD
C 0.359 0.448 -0.269
N -0.472 -0.123 0.654
N 1.667 0.962 0.878
N -0.031 -1.316 1.199
N 2.907 0.439 0.592
N 0.898 -0.311 -1.333
C -2.099 -0.176 -0.230
C -2.751 0.929 -0.563
H 1.459 0.643 1.824
H 0.025 1.433 -0.581
H -0.447 -1.434 2.116
H -0.238 -2.123 0.615
H 3.210 0.829 -0.298
H 2.893 -0.585 0.528
H 0.729 -1.307 -1.269
H 0.568 0.011 -2.233
H -2.614 -1.139 -0.230
H -2.259 1.895 -0.578
H -3.805 0.925 -0.823
```

Calculated values
ΔE to the lowest compared entry with this formula, charge and spin in eV: 5.335
LUMO in eV: 0.77
HOMO energy in eV: -7.4
Energy in eV: -10734.609

---

Record 5
DFT (ωB97M-V/def2-TZVPD) results for a cluster of 2 separate species, C5H11N3O in total.

```
20
C5H11N3O | OMol25 | ωB97M-V/def2-TZVPD
C -0.307 -0.865 0.844
C 1.588 1.670 -0.731
C 1.601 -1.664 -0.289
C -0.960 -0.210 2.022
N 0.960 -0.899 0.755
C -0.691 1.010 -1.257
N -1.933 1.481 -1.242
O -1.194 -1.537 0.071
N 0.362 1.635 -1.071
H -0.767 -1.816 -0.756
H -2.693 0.852 -1.438
H -2.167 2.440 -1.010
H 1.895 1.616 0.306
H 2.331 2.003 -1.444
H 1.546 -1.125 -1.246
H 2.652 -1.778 -0.013
H 1.175 -2.669 -0.427
H -1.591 -0.935 2.543
H -0.207 0.184 2.704
H -1.599 0.609 1.681
```

Calculated values
ΔE to the lowest compared entry with this formula, charge and spin in eV: 3.184
LUMO (spin up / spin down) in eV: 0.65 / 0.65
HOMO energy (spin up / spin down) in eV: -7.7 / -7.7
Energy in eV: -11878.587

---

Record 6
DFT (ωB97M-V/def2-TZVPD) results for an isolated molecule of C25H26ClN3O4.

```
59
C25H26ClN3O4 | OMol25 | ωB97M-V/def2-TZVPD
C -5.510 -0.829 1.441
C -5.308 -1.896 0.368
O -4.565 -1.429 -0.739
C -3.203 -1.402 -0.677
C -2.432 -1.749 0.428
C -1.053 -1.698 0.352
C -0.411 -1.308 -0.817
N 0.983 -1.226 -0.799
C 1.806 -0.757 -1.759
O 1.544 -0.615 -2.932
C 3.192 -0.365 -1.199
C 3.790 -1.448 -0.339
C 4.955 -2.111 -0.705
C 5.466 -3.073 0.149
C 4.798 -3.346 1.334
C 3.637 -2.643 1.603
N 3.145 -1.720 0.794
N 3.051 0.871 -0.415
C 4.189 1.432 0.042
O 5.284 0.941 -0.144
C 4.028 2.742 0.803
Cl 3.354 3.999 -0.262
C 1.743 1.355 -0.137
C 1.181 1.163 1.122
C -0.130 1.516 1.353
C -0.914 2.050 0.326
O -2.203 2.311 0.642
C -3.078 2.767 -0.375
C -4.453 2.950 0.246
C -0.338 2.266 -0.923
C 0.983 1.925 -1.147
C -1.181 -0.960 -1.925
C -2.555 -1.004 -1.848
H -6.078 0.002 1.031
H -6.060 -1.250 2.278
H -4.554 -0.453 1.798
H -4.842 -2.793 0.793
H -6.277 -2.181 -0.053
H -2.886 -2.058 1.356
H -0.463 -1.958 1.220
H 1.428 -1.389 0.109
H 3.859 -0.162 -2.045
H 5.454 -1.861 -1.627
H 6.376 -3.598 -0.102
H 5.169 -4.082 2.029
H 3.068 -2.818 2.507
H 5.012 3.077 1.129
H 3.353 2.639 1.652
H 1.771 0.708 1.904
H -0.585 1.365 2.319
H -2.717 3.723 -0.780
H -3.119 2.028 -1.186
H -4.804 2.004 0.646
H -5.153 3.302 -0.506
H -4.403 3.673 1.056
H -0.908 2.688 -1.733
H 1.420 2.082 -2.121
H -0.695 -0.657 -2.837
H -3.162 -0.739 -2.700
```

Calculated values
Structure (SMILES): CCOc1ccc(NC(=O)[C@H](c2ccccn2)N(C(=O)CCl)c2ccc(OCC)cc2)cc1
ΔE to the lowest compared entry with this formula, charge and spin in eV: 0.000
LUMO in eV: 0.65
HOMO energy in eV: -7.7
Energy in eV: -51530.486